[1]
Molecular formula: C15H27F6HgN3O2Ta
Method: DFT, wB97M-V/def2-TZVPD

The geometry in XYZ format:
```
55
Properties=species:S:1:pos:R:3:forces:R:3:nbo_charge:R:1
N -1.8291 -0.4274 0.0636 -3.47 -2.60 0.52 -1.059
C -2.9321 -1.0584 0.4777 -0.66 4.66 0.53 0.892
O -3.9062 -0.5072 1.0619 2.30 -3.37 -1.67 -0.579
Hg -2.6523 1.2930 1.4716 -0.75 1.36 -0.23 1.372
Ta 0.0000 0.0000 0.0000 3.26 -2.63 -0.20 2.323
N 0.2936 1.7490 -0.9445 -0.15 -1.08 0.79 -0.783
N 0.8780 -1.4893 -1.0598 -1.26 1.45 1.14 -0.752
C -0.3298 2.5134 -2.0549 -0.45 0.57 -0.57 0.114
C 0.2354 -2.4866 -1.9697 -0.53 -0.45 -0.60 0.118
C -0.0459 4.0229 -1.8897 0.13 -0.01 0.16 -0.629
C 0.2168 2.0187 -3.4136 0.18 -0.15 0.05 -0.624
C -1.8508 2.2958 -2.0219 0.15 -0.10 0.11 -0.605
C -0.4726 -3.5584 -1.1113 0.23 -0.04 0.03 -0.614
C 1.2655 -3.1515 -2.9081 0.21 0.10 0.07 -0.634
C -0.7994 -1.7520 -2.8412 0.17 0.02 -0.09 -0.609
H -0.3621 4.3680 -0.8888 0.10 -0.08 -0.38 0.212
H -0.6048 4.5978 -2.6479 0.23 -0.31 0.32 0.252
H 1.0246 4.2577 -2.0169 -0.44 -0.08 0.01 0.229
H 1.3171 2.0975 -3.4519 -0.45 0.01 -0.05 0.222
H -0.1931 2.6188 -4.2452 0.16 -0.24 0.45 0.252
H -0.0587 0.9637 -3.5710 0.10 0.45 -0.01 0.212
H -2.0913 1.2200 -2.0507 -0.05 0.33 -0.13 0.207
H -2.3309 2.7953 -2.8807 0.18 -0.28 0.41 0.266
H -2.2729 2.7386 -1.0971 0.06 -0.09 -0.22 0.182
H 0.2425 -4.0309 -0.4133 -0.36 0.19 -0.25 0.228
H -0.9026 -4.3551 -1.7458 0.19 0.43 0.27 0.250
H -1.2876 -3.0941 -0.5279 0.26 -0.28 -0.16 0.185
H 1.9885 -3.7800 -2.3605 -0.32 0.23 -0.23 0.228
H 1.8247 -2.3920 -3.4836 -0.24 -0.32 0.20 0.224
H 0.7379 -3.8029 -3.6262 0.18 0.31 0.35 0.251
H -1.3549 -2.4708 -3.4691 0.22 0.35 0.32 0.256
H -0.2945 -1.0268 -3.5030 -0.26 -0.37 0.25 0.222
H -1.5262 -1.2188 -2.2062 0.10 -0.16 -0.34 0.183
C 1.6939 2.0735 -0.6596 0.34 0.18 -0.09 -0.427
H 2.1053 1.3318 0.0619 0.08 0.03 -0.09 0.187
H 2.3460 2.0299 -1.5551 -0.40 -0.05 0.40 0.245
H 1.8173 3.0612 -0.1735 -0.13 -0.54 -0.13 0.248
C 2.2423 -1.8030 -0.6397 0.71 0.02 0.35 -0.427
H 2.5574 -1.0911 0.1492 0.05 -0.19 -0.15 0.201
H 2.3297 -2.8179 -0.1942 -0.26 0.58 -0.18 0.241
H 2.9813 -1.7324 -1.4636 -0.52 0.11 0.37 0.240
C 2.1387 0.6238 2.8543 0.40 0.30 0.73 -0.662
C 0.6821 0.1677 3.0613 0.96 -1.05 0.07 0.080
O 0.2486 -0.7189 2.0405 -0.03 2.90 -2.46 -0.786
C 0.6486 -0.6701 4.3724 -0.06 -1.24 1.77 0.974
F 1.0381 0.0848 5.4668 -0.70 -1.36 -1.83 -0.302
F -0.6249 -1.1595 4.6080 2.00 0.69 -0.26 -0.311
F 1.5035 -1.7551 4.2641 -1.51 2.03 0.11 -0.297
C -0.2526 1.3902 3.1930 2.05 0.55 2.99 0.957
F 0.1972 2.2482 4.1826 -1.36 -1.44 -2.36 -0.268
F -0.2902 2.0892 2.0002 -0.42 -0.31 0.89 -0.323
F -1.5298 0.9865 3.5324 0.70 1.01 -0.48 -0.329
H 2.8075 -0.2405 2.6578 -0.64 0.47 0.13 0.272
H 2.5138 1.1565 3.7542 -0.22 -0.46 -0.45 0.283
H 2.2248 1.3586 2.0562 -0.09 -0.06 -0.17 0.214
```
Positions in Å, forces in eV/Å.

Summary:
F_max, eV Å⁻¹: 4.73
Total energy, eV: -46570.7447
<S²>: 0.774
Energy relative to the best compared isomer or geometry (same formula, charge and spin), kcal per mole: 103.2
LUMO energy (alpha / beta), eV: -10.3 / -11.0
HOMO-LUMO gap (alpha / beta), Eh: 0.185 / 0.156
Total charge: +2
Multiplicity: 2



[2]
Molecular formula: C4H9N2
Method: DFT, wB97M-V/def2-TZVPD

The geometry in XYZ format:
```
15
Properties=species:S:1:pos:R:3:forces:R:3:nbo_charge:R:1
C -2.0209 0.5615 -0.7193 -1.00 0.97 2.87 0.012
C -0.1248 -1.8750 0.0905 -0.57 -0.70 0.52 0.053
C 1.3205 1.0607 -0.2464 -2.92 -1.32 -0.35 -0.607
C 0.7750 0.1440 0.8380 2.58 1.37 2.18 -0.249
N -0.3192 -0.6221 0.3982 -0.28 -1.51 -1.48 -0.127
N -1.4895 0.2846 0.3933 0.16 -2.21 0.44 -0.203
H -1.6635 0.3090 -1.6364 0.87 -1.00 -2.68 0.195
H -2.9120 1.1815 -0.5801 0.33 0.00 -0.40 0.242
H -0.9310 -2.6009 -0.1987 0.45 1.34 0.06 0.249
H 0.9006 -2.4152 0.2329 -1.80 1.70 -0.09 0.262
H 1.2295 0.4646 -1.1327 0.60 0.11 -0.94 0.204
H 0.9083 2.0290 -0.3945 -1.20 0.57 0.05 0.237
H 2.2582 1.2760 0.0206 3.98 0.41 0.57 0.241
H 1.6236 -0.4983 1.2130 -1.10 0.31 -0.60 0.234
H 0.4453 0.7006 1.7215 -0.06 -0.04 -0.15 0.257
```
Positions in Å, forces in eV/Å.

Summary:
F_max, eV Å⁻¹: 4.04
Total energy, eV: -7264.1950
Energy relative to the best compared isomer or geometry (same formula, charge and spin), kcal per mole: 91.0
LUMO energy, eV: -5.1
HOMO-LUMO gap, Eh: 0.400
Total charge: +1
Multiplicity: 1



[3]
Molecular formula: C19H47BrNbO7
Method: DFT, wB97M-V/def2-TZVPD

The geometry in XYZ format:
```
75
Properties=species:S:1:pos:R:3:forces:R:3:lowdin_charge:R:1
C 0.7011 -2.1118 0.7151 0.00 0.04 0.07 -0.118
C 0.7303 -3.0856 -0.4534 -0.10 -0.28 0.04 -0.241
C -0.6210 -3.1724 -1.1634 0.24 0.42 -0.16 -0.348
O -1.7232 -3.2805 -0.2922 0.55 0.22 -0.87 -0.475
Nb -3.4329 -2.3473 -0.4356 -0.52 -0.15 0.89 1.068
C -4.5929 -3.8084 -1.5882 0.11 0.24 -0.29 -0.367
Br -4.1191 -2.7434 2.0351 -0.23 -0.04 0.31 -0.155
C -2.6841 -0.2858 -0.3578 -0.05 -0.21 -0.06 -0.421
C -2.7669 0.8052 -1.4123 -0.08 -0.08 -0.10 -0.352
C -1.6190 0.6979 -2.4298 0.06 0.19 -0.02 -0.138
H -0.1556 -2.3294 1.3546 0.06 -0.02 0.01 0.058
H 1.6121 -2.1699 1.3141 0.01 -0.01 0.00 0.069
H 0.5990 -1.0774 0.3742 -0.04 -0.03 -0.05 0.051
H 1.0406 -4.0799 -0.1161 -0.04 0.04 0.11 0.100
H 1.4683 -2.7616 -1.1956 0.02 -0.07 0.00 0.095
H -0.6307 -3.9884 -1.8951 0.04 -0.13 0.14 0.110
H -0.7268 -2.2519 -1.7486 -0.03 -0.02 -0.05 0.065
H -4.9457 -1.3681 -0.7194 -0.04 0.18 -0.29 -0.097
H -3.1439 -1.8958 -2.1279 0.11 -0.06 0.02 -0.036
H -4.8400 -3.5990 -2.6248 -0.04 0.01 0.00 -0.042
H -4.0007 -4.7318 -1.5492 -0.07 -0.06 0.07 -0.024
H -5.5288 -3.9367 -1.0343 0.06 -0.10 0.12 -0.034
H -1.6335 -0.4145 -0.0464 -0.02 0.03 0.09 0.025
H -3.2602 -0.0092 0.5400 0.07 0.01 0.05 0.020
H -3.7283 0.7356 -1.9241 -0.01 -0.03 0.04 0.075
H -2.7407 1.7974 -0.9435 0.03 -0.01 -0.01 0.085
H -1.9518 0.6011 -3.4643 -0.10 -0.03 0.04 0.064
H -1.0025 -0.1736 -2.2084 0.01 -0.02 -0.06 0.028
H -0.9724 1.5798 -2.3858 0.03 -0.04 0.00 0.048
C 2.0595 1.7659 -0.9065 -0.05 -0.08 0.09 -0.105
O 2.8477 1.0812 -1.8538 0.01 0.13 -0.09 -0.191
C 2.0575 0.5591 -2.9073 -0.07 -0.05 0.07 -0.207
C 2.9252 0.1460 -4.0716 -0.07 -0.05 0.09 -0.175
O 3.3659 1.2360 -4.8710 0.01 -0.03 -0.02 -0.124
C 4.4796 1.9522 -4.3767 0.13 0.02 0.01 -0.191
C 5.8090 1.2971 -4.6869 0.00 0.06 -0.09 -0.216
O 6.0666 0.2357 -3.7918 -0.06 -0.05 -0.02 -0.191
C 7.1184 -0.5882 -4.2244 0.10 0.01 0.00 -0.120
H 1.2990 1.1111 -0.4643 0.02 -0.02 -0.01 0.077
H 2.7250 2.1187 -0.1209 -0.01 0.01 0.00 0.086
H 1.5429 2.6201 -1.3604 0.03 0.01 -0.01 0.089
H 1.3263 1.3079 -3.2362 0.02 -0.01 -0.05 0.121
H 1.4952 -0.3144 -2.5483 -0.02 0.01 -0.01 0.119
H 2.3171 -0.4723 -4.7337 0.03 -0.02 -0.01 0.129
H 3.7716 -0.4449 -3.7133 -0.01 0.00 -0.01 0.123
H 4.3969 2.1273 -3.3012 -0.01 0.00 -0.01 0.124
H 4.4630 2.9136 -4.8948 -0.03 0.03 0.04 0.126
H 6.6042 2.0544 -4.6113 0.03 -0.04 0.01 0.125
H 5.7949 0.9254 -5.7209 -0.02 0.01 0.01 0.127
H 6.8919 -1.0553 -5.1907 -0.03 -0.01 0.01 0.088
H 7.2560 -1.3645 -3.4745 0.00 -0.01 -0.01 0.087
H 8.0563 -0.0272 -4.3308 -0.01 0.02 0.03 0.085
C -1.0979 4.6112 5.1673 -0.01 0.08 0.07 -0.127
O -1.5003 3.2691 5.2282 0.02 -0.03 -0.07 -0.191
C -2.8680 3.1013 4.9049 -0.08 0.03 -0.02 -0.212
C -3.1808 1.6533 4.5943 -0.03 0.06 0.09 -0.189
O -2.7838 1.2599 3.3002 0.01 0.06 -0.03 -0.123
C -1.4302 0.8673 3.1459 0.09 -0.11 0.01 -0.174
C -1.1331 -0.5281 3.6449 0.00 -0.04 -0.08 -0.206
O -0.9874 -0.5422 5.0593 -0.07 0.01 0.01 -0.198
C -1.0615 -1.8524 5.5669 0.07 -0.06 0.00 -0.117
H -1.6662 5.2405 5.8661 0.00 -0.03 0.02 0.084
H -0.0441 4.6519 5.4378 0.00 0.01 -0.01 0.085
H -1.2278 5.0259 4.1599 0.01 -0.03 -0.01 0.087
H -3.1253 3.7170 4.0327 0.00 -0.03 -0.01 0.127
H -3.4937 3.4299 5.7489 0.03 0.04 0.01 0.124
H -4.2678 1.5467 4.6131 0.00 -0.05 0.02 0.129
H -2.7518 1.0059 5.3635 0.01 0.01 -0.02 0.124
H -0.7538 1.5823 3.6241 -0.01 0.00 -0.01 0.123
H -1.2570 0.8719 2.0683 0.01 0.03 0.00 0.113
H -0.2022 -0.8752 3.1735 0.00 -0.01 0.06 0.114
H -1.9365 -1.2104 3.3443 -0.03 0.06 -0.07 0.070
H -2.0247 -2.3196 5.3329 -0.02 0.03 0.01 0.088
H -0.9345 -1.7940 6.6472 -0.01 -0.01 0.00 0.082
H -0.2720 -2.4918 5.1503 0.02 0.03 0.00 0.087
```
Positions in Å, forces in eV/Å.

Summary:
F_max, eV Å⁻¹: 1.05
Total energy, eV: -106387.7152
LUMO energy, eV: 2.4
HOMO-LUMO gap, Eh: 0.273
Total charge: -1
Multiplicity: 1



[4]
Molecular formula: C5H8N2
Method: DFT, wB97M-V/def2-TZVPD

The geometry in XYZ format:
```
15
Properties=species:S:1:pos:R:3:forces:R:3:nbo_charge:R:1
C -1.4321 0.8597 -0.0334 0.66 0.25 0.01 0.185
C 1.5788 0.8919 0.9782 -1.69 1.67 0.98 -0.221
C 2.0492 0.7782 -0.4178 2.88 -0.48 0.84 -0.249
C -2.0766 -2.0763 -0.0075 3.37 -1.60 -3.76 -0.495
C -0.2915 0.3709 -0.6572 -1.11 0.35 -1.28 -0.095
N -2.2671 1.4624 0.4764 -1.13 0.35 0.59 -0.325
N 0.8442 0.1295 0.0571 0.80 -2.02 -2.82 -0.369
H 1.9942 0.4211 1.8383 0.53 -0.71 0.17 0.211
H 0.9822 1.7311 1.2555 0.21 1.18 0.28 0.200
H 2.0293 1.7039 -1.0212 -0.30 -0.85 0.17 0.216
H 3.0119 0.1564 -0.4356 -1.68 0.77 -0.68 0.212
H -2.8887 -2.1387 -0.6908 -1.00 0.33 0.24 0.172
H -2.0531 -2.1734 1.0172 -0.45 0.09 1.99 0.168
H -1.1277 -2.5169 -0.5636 -1.82 1.11 1.45 0.156
H -0.3530 0.4002 -1.7957 0.73 -0.42 1.82 0.233
```
Positions in Å, forces in eV/Å.

Summary:
F_max, eV Å⁻¹: 5.29
Total energy, eV: -8288.7313
Energy relative to the best compared isomer or geometry (same formula, charge and spin), kcal per mole: 144.5
LUMO energy (alpha / beta), eV: -0.3 / 0.3
HOMO-LUMO gap (alpha / beta), Eh: 0.311 / 0.290
Multiplicity: 1



Which formula does entry 2 have? C4H9N2